Computed, not measured: the molecule C4H9NS in a non-equilibrium geometry, with the ωB97M-V functional and the def2-TZVPD basis.

## Properties
E_LUMO, eV: 0.07
ΔE to the lowest compared entry with this formula, charge and spin, kcal per mole: 84.90
Energy, eV: -16615.77271
Orbital gap, eV: 8.159
Maximum force, eV/A: 6.05

Cartesian coordinates (Å):
1 C 0.747 -0.070 -1.118
2 C 0.048 -0.044 0.197
3 C -1.480 -0.248 0.141
4 C 0.317 1.376 0.877
5 N 1.475 -1.855 -0.512
6 S 0.836 -1.422 1.034
7 H 0.122 -0.153 -2.068
8 H 1.686 0.298 -1.109
9 H -1.888 -1.121 -0.447
10 H -1.929 0.669 -0.217
11 H -1.899 -0.197 1.202
12 H 1.332 1.664 0.560
13 H 0.321 1.441 1.912
14 H -0.426 2.143 0.460
15 H 0.737 -2.479 -0.911

Mulliken population analysis, charges in e, atoms 1 to 2: number 1, C, carries -0.880; number 2, C, carries 1.208

Computed, not measured: the molecule C4H9NS in a non-equilibrium geometry, with the ωB97M-V functional and the def2-TZVPD basis.

## Properties
E_LUMO, eV: 0.98
SMILES: CN1CC(S)C1
ΔE to the lowest compared entry with this formula, charge and spin, kcal per mole: 36.52
Energy, eV: -16617.87063
Orbital gap, eV: 9.780
Maximum force, eV/A: 2.37

Cartesian coordinates (Å):
1 C -1.951 -0.113 0.442
2 C 0.288 -1.071 -0.300
3 C 1.243 0.031 -0.664
4 C 0.147 1.031 -0.308
5 H -2.499 -1.055 0.318
6 H -2.633 0.731 0.242
7 H -1.604 0.021 1.474
8 H 0.240 -1.961 -0.915
9 H 0.362 -1.382 0.732
10 H 1.570 -0.004 -1.693
11 H 2.510 0.663 1.248
12 H 0.178 1.372 0.716
13 H 0.065 1.894 -0.969
14 N -0.809 -0.063 -0.504
15 S 2.893 -0.093 0.179

Mulliken population analysis, charges in e, atoms 1 to 2: number 1, C, carries -0.957; number 2, C, carries -0.476

Computed, not measured: the molecule C4H9NS in a non-equilibrium geometry, with the ωB97M-V functional and the def2-TZVPD basis.

## Properties
E_LUMO, eV: 0.94
SMILES: NCC1(S)CC1
ΔE to the lowest compared entry with this formula, charge and spin, kcal per mole: 34.66
Energy, eV: -16617.95150
Orbital gap, eV: 9.974
Maximum force, eV/A: 4.11

Cartesian coordinates (Å):
1 C -1.018 0.021 -0.661
2 C 0.178 0.471 0.093
3 C 1.241 -0.594 0.372
4 C 1.492 0.549 -0.617
5 H -2.057 -0.711 0.894
6 H -2.327 -1.530 -0.535
7 H -0.807 -0.269 -1.709
8 H -1.637 0.968 -0.732
9 H 0.129 1.101 2.404
10 H 1.009 -1.605 -0.012
11 H 1.911 -0.604 1.228
12 H 2.213 1.205 -0.389
13 H 1.485 0.325 -1.679
14 N -1.640 -1.088 0.038
15 S -0.171 1.761 1.305

Mulliken population analysis, charges in e, atoms 1 to 2: number 1, C, carries -0.646; number 2, C, carries 0.501

Computed, not measured: the molecule C4H9NS in a non-equilibrium geometry, with the ωB97M-V functional and the def2-TZVPD basis.

## Properties
E_LUMO, eV: 0.87
SMILES: NC1(CS)CC1
ΔE to the lowest compared entry with this formula, charge and spin, kcal per mole: 62.82
Energy, eV: -16616.73024
Orbital gap, eV: 9.802
Maximum force, eV/A: 4.96

Cartesian coordinates (Å):
1 C 0.027 -0.039 0.183
2 C 0.781 1.129 -0.228
3 C -1.016 -0.524 -0.764
4 C -1.380 0.019 0.559
5 H 0.619 -0.826 1.965
6 H 0.195 -1.915 0.899
7 H -0.041 1.784 -0.599
8 H 1.431 1.661 0.434
9 H 2.909 0.218 -0.735
10 H -0.970 -1.532 -1.080
11 H -1.379 -0.069 -1.645
12 H -1.901 1.045 0.586
13 H -2.048 -0.703 1.174
14 N 0.875 -1.044 0.905
15 S 1.898 0.797 -1.656

Mulliken population analysis, charges in e, atoms 1 to 2: number 1, C, carries 0.795; number 2, C, carries -1.120

For the records above, the corresponding E_HOMO values read -0.297, -0.323, -0.332, -0.328 hartree.